65
Properties=species:S:1:pos:R:3 method="wB97M-V/def2-TZVPD" s2=0.76 homo_ev="-18.575 / -19.192" multiplicity=2 lumo_energy_ev="-12.4 / -13.0" charge=+4
Pt 0.643 0.769 -1.225
C 5.168 1.161 -3.315
O 4.225 2.224 -2.984
C 3.093 1.928 -2.442
O 2.684 0.794 -2.151
N 2.352 3.033 -2.165
N 1.020 2.834 -1.755
H 6.133 1.651 -3.374
H 4.893 0.741 -4.278
H 5.161 0.407 -2.534
H 2.632 3.941 -2.514
H 0.402 2.975 -2.557
H 0.781 3.538 -1.064
C -3.741 -0.623 -1.814
Si -3.734 0.914 -0.812
C -4.844 1.018 0.641
C -3.295 2.478 -1.681
Ge -1.130 0.846 0.265
Si -1.327 -3.335 2.674
C -1.885 -4.403 1.312
C -2.545 -2.722 3.872
C 0.455 -3.196 3.019
Si 0.058 3.131 2.523
C -0.319 4.536 1.405
C -1.147 2.745 3.834
C 1.790 2.570 2.670
H -4.509 -0.494 -2.589
H -4.020 -1.498 -1.227
H -2.798 -0.801 -2.331
H -5.870 1.093 0.256
H -4.671 1.902 1.254
H -4.806 0.122 1.261
H -4.175 2.732 -2.290
H -2.462 2.365 -2.375
H -3.136 3.325 -1.011
H -2.909 -4.205 0.995
H -1.882 -5.419 1.741
H -1.207 -4.418 0.460
H -3.533 -2.534 3.452
H -2.204 -1.881 4.475
H -2.670 -3.567 4.572
H 1.020 -2.851 2.150
H 0.812 -4.216 3.224
H 0.679 -2.582 3.890
H -1.163 4.361 0.733
H 0.551 4.884 0.846
H -0.634 5.365 2.054
H -2.187 2.815 3.515
H -1.002 3.525 4.599
H -0.956 1.790 4.321
H 2.169 2.135 1.742
H 1.928 1.864 3.489
H 2.404 3.457 2.875
S 0.045 -1.442 -1.183
C 1.499 -2.315 -1.691
N 1.308 -3.252 -2.648
C 2.278 -4.065 -3.114
C 3.552 -3.952 -2.617
C 3.797 -2.991 -1.641
C 2.774 -2.172 -1.178
H 0.379 -3.346 -3.045
H 1.988 -4.774 -3.876
H 4.335 -4.600 -2.986
H 4.794 -2.888 -1.230
H 2.959 -1.425 -0.421

=====

26
Properties=species:S:1:pos:R:3 method="wB97M-V/def2-TZVPD" homo_ev=-8.659 lumo_energy_ev=0.7 charge=0 smiles="CO[P@H](=O)C(C)(C)C.C=C=O"
C -0.299 0.791 -2.889
O 0.423 0.531 -1.719
P -0.027 -0.139 -0.299
O -1.482 -0.200 -0.187
C 1.009 0.599 0.962
C 2.483 0.703 0.582
C 0.589 2.114 1.324
C 0.792 -0.333 2.166
H -0.747 -0.010 -3.386
H 0.362 1.245 -3.679
H -1.074 1.514 -2.781
H 0.742 -1.420 -0.398
H 3.137 -0.128 0.481
H 2.542 1.202 -0.385
H 2.892 1.415 1.266
H 0.057 2.209 0.361
H 1.370 2.819 1.473
H 0.023 2.121 2.258
H 1.651 -0.119 2.963
H -0.222 -0.251 2.583
H 0.908 -1.400 1.788
C -2.671 -2.978 -0.325
C -3.569 -2.157 -0.881
O -4.470 -1.435 -1.020
H -2.708 -3.997 -0.199
H -1.712 -2.696 -0.059

=====

16
Properties=species:S:1:pos:R:3 method="wB97M-V/def2-TZVPD" homo_ev=-14.684 lumo_energy_ev=-3.4 charge=+1
C 0.873 -1.586 -0.353
N 0.123 -0.811 0.612
N -0.065 0.495 0.113
C 1.153 1.249 -0.226
C -1.267 0.980 -0.012
N -2.230 0.177 0.390
H 0.329 -1.640 -1.324
H 1.945 -1.106 -0.429
H 0.922 -2.580 0.264
H 0.642 -0.670 1.512
H 1.526 0.917 -1.335
H 0.917 2.302 -0.271
H 1.918 0.780 0.557
H -1.586 1.969 -0.460
H -3.250 0.271 0.325
H -1.950 -0.747 0.637

=====

8
Properties=species:S:1:pos:R:3 method="wB97M-V/def2-TZVPD" homo_ev=-10.251 lumo_energy_ev=-0.7 charge=0 smiles="O=C(S)C(=O)S"
O -0.991 0.429 1.369
C -0.327 0.600 0.378
S -0.033 2.182 -0.329
C 0.331 -0.602 -0.381
O 0.976 -0.426 -1.379
S 0.033 -2.188 0.314
H 0.700 1.729 -1.316
H -0.689 -1.725 1.344

=====

86
Properties=species:S:1:pos:R:3 method="wB97M-V/def2-TZVPD" s2=2.02 homo_ev="0.723 / -3.231" multiplicity=3 lumo_energy_ev="2.6 / 2.5" charge=-1
Au 1.055 1.183 -0.775
P -1.298 -2.151 -0.726
Cl -1.149 2.130 -0.139
C -0.116 -1.510 0.391
H 0.688 -2.091 0.870
H -0.579 -0.769 1.049
C -1.865 -1.317 -2.305
C -2.807 -2.377 0.352
C -2.553 -2.257 -3.316
H -2.613 -0.583 -1.947
C -3.183 -1.462 -4.467
H -1.802 -2.952 -3.725
H -3.327 -2.872 -2.833
C -2.174 -0.533 -5.157
H -3.589 -2.168 -5.201
H -4.022 -0.867 -4.082
C -1.372 0.311 -4.157
H -1.492 -1.122 -5.773
H -2.709 0.132 -5.849
C -0.766 -0.556 -3.050
H -0.568 0.848 -4.678
H -2.028 1.061 -3.699
H -0.045 -1.267 -3.470
H -0.199 0.074 -2.340
C -0.499 -3.761 -1.122
C -2.527 -3.326 1.523
H -2.934 -1.356 0.767
C -3.678 -3.311 2.538
H -2.372 -4.350 1.156
H -1.597 -3.036 2.022
C -5.046 -3.567 1.897
H -3.478 -4.060 3.310
H -3.684 -2.337 3.037
C -5.300 -2.742 0.625
H -5.124 -4.632 1.655
H -5.828 -3.346 2.629
C -4.131 -2.734 -0.364
H -6.194 -3.118 0.122
H -5.503 -1.704 0.916
H -4.037 -3.724 -0.848
H -4.342 -2.006 -1.162
C 0.609 -3.567 -2.149
H -0.039 -4.019 -0.153
C 1.437 -4.846 -2.246
H 0.174 -3.330 -3.129
H 1.239 -2.712 -1.869
C 0.569 -6.093 -2.495
H 2.173 -4.732 -3.048
H 1.991 -4.972 -1.303
C -0.647 -6.199 -1.568
H 0.234 -6.096 -3.540
H 1.191 -6.980 -2.365
C -1.455 -4.898 -1.506
H -1.307 -7.003 -1.900
H -0.306 -6.438 -0.552
H -1.916 -4.680 -2.483
H -2.274 -4.992 -0.777
C 2.559 -0.434 -0.827
C 2.741 -1.540 0.146
H 2.264 -0.893 -1.794
C 3.409 -1.244 1.424
H 2.375 -2.532 -0.081
C 3.844 0.241 1.541
H 2.755 -1.506 2.276
H 4.297 -1.901 1.515
C 4.583 0.709 0.303
H 2.952 0.848 1.688
H 4.484 0.347 2.423
C 3.785 0.467 -0.997
H 4.764 1.791 0.380
H 5.582 0.252 0.232
H 3.445 1.431 -1.394
H 4.464 0.018 -1.741
C 1.688 3.714 0.212
Si 0.011 3.506 1.063
C 0.165 2.695 2.726
C -0.998 5.064 0.988
H 2.431 3.015 0.639
H 2.034 4.743 0.351
H 1.592 3.497 -0.873
H 0.372 3.465 3.484
H -0.770 2.190 3.000
H 0.982 1.959 2.757
H -0.364 5.919 1.245
H -1.399 5.218 -0.022
H -1.828 5.024 1.704

=====

21
Properties=species:S:1:pos:R:3 method="wB97M-V/def2-TZVPD" homo_ev=-12.819 lumo_energy_ev=-5.5 charge=+1
C -0.351 0.137 -0.726
C -0.872 1.242 -1.095
C 2.080 0.445 -1.362
C 1.937 -0.684 -0.735
C -0.979 -1.281 1.781
C -2.126 -0.588 1.466
C 0.840 1.316 -1.556
C 0.372 -0.796 1.348
C 0.461 -0.900 -0.188
N -2.471 1.714 0.779
N -2.233 0.674 1.060
O -1.581 2.166 -1.237
H 2.909 0.640 -1.908
H 2.677 -1.480 -0.793
H -1.032 -2.259 2.229
H -3.009 -0.954 1.920
H 0.645 1.126 -2.624
H 0.979 2.394 -1.321
H 0.396 0.366 1.669
H 1.119 -1.376 1.811
H 0.240 -1.901 -0.520

=====

68
Properties=species:S:1:pos:R:3 method="wB97M-V/def2-TZVPD" homo_ev=-9.168 lumo_energy_ev=0.6 charge=0 smiles="O=C1NCC[C@@H]1CCCBr.COCCOCCOC.COCCOCCOC"
O 6.465 1.298 3.966
C 5.927 0.292 3.789
N 6.351 -0.746 2.926
C 5.983 -2.012 3.527
C 4.742 -1.687 4.432
C 4.590 -0.187 4.428
C 3.463 0.470 3.595
C 2.471 -0.485 2.959
C 1.608 -1.244 3.958
Br -0.005 -0.240 4.366
H 6.032 -0.634 1.978
H 5.697 -2.629 2.684
H 6.775 -2.551 4.030
H 4.838 -2.089 5.432
H 3.949 -2.290 4.007
H 4.626 0.276 5.404
H 2.899 1.190 4.169
H 3.924 1.044 2.798
H 1.836 0.064 2.281
H 3.010 -1.210 2.352
H 2.155 -1.485 4.853
H 1.317 -2.183 3.521
C -0.602 1.084 -1.128
O 0.623 1.210 -1.821
C 0.513 1.759 -3.121
C 1.589 2.792 -3.393
O 1.475 4.002 -2.662
C 1.711 3.999 -1.261
C 3.143 3.743 -0.832
O 3.540 2.399 -1.056
C 4.835 2.259 -1.602
H -1.129 0.177 -1.437
H -0.375 1.011 -0.065
H -1.244 1.959 -1.275
H -0.471 2.217 -3.276
H 0.623 0.942 -3.846
H 1.487 3.087 -4.441
H 2.585 2.359 -3.292
H 1.021 3.329 -0.747
H 1.460 5.012 -0.936
H 3.217 3.938 0.246
H 3.805 4.441 -1.353
H 5.025 3.004 -2.381
H 4.897 1.270 -2.056
H 5.598 2.340 -0.820
C -6.136 -3.112 0.948
O -5.472 -2.948 -0.287
C -5.968 -3.767 -1.331
C -6.117 -3.008 -2.635
O -7.143 -2.027 -2.663
C -6.996 -0.842 -1.894
C -5.911 0.111 -2.353
O -4.611 -0.401 -2.105
C -3.698 -0.215 -3.165
H -5.758 -3.991 1.482
H -5.938 -2.226 1.552
H -7.219 -3.197 0.815
H -6.935 -4.206 -1.062
H -5.256 -4.587 -1.487
H -6.409 -3.739 -3.394
H -5.162 -2.592 -2.961
H -6.895 -1.072 -0.832
H -7.948 -0.318 -2.008
H -6.016 1.047 -1.791
H -6.051 0.331 -3.417
H -4.165 -0.408 -4.137
H -2.886 -0.930 -3.032
H -3.288 0.801 -3.142

=====

58
Properties=species:S:1:pos:R:3 method="wB97M-V/def2-TZVPD" homo_ev=-8.645 lumo_energy_ev=0.5 charge=0 smiles="CS[C@@H](C)[C@@H](O)C(=O)NCC1(O)CCN(C(=O)Cc2ccc(CO)cc2)CC1"
C 3.076 -3.159 -0.718
S 1.550 -2.582 0.045
C 2.210 -1.593 1.430
C 3.240 -0.546 1.037
C 1.032 -0.987 2.221
O 1.448 -0.713 3.540
C 0.468 0.329 1.651
O 0.264 1.291 2.365
N 0.179 0.315 0.329
C -0.454 1.441 -0.318
C -1.953 1.236 -0.543
O -2.019 0.091 -1.397
C -2.701 0.962 0.763
C -2.820 2.213 1.634
N -3.440 3.292 0.878
C -4.775 3.591 0.915
O -5.306 4.274 0.058
C -5.559 3.059 2.114
C -6.949 3.623 2.207
C -7.918 3.296 1.261
C -9.195 3.814 1.356
C -9.539 4.677 2.395
C -10.934 5.238 2.449
O -11.124 5.952 3.660
C -8.580 5.005 3.338
C -7.297 4.478 3.240
C -2.686 3.661 -0.310
C -2.550 2.458 -1.243
H 2.788 -3.881 -1.479
H 3.624 -2.348 -1.191
H 3.706 -3.659 0.018
H 2.673 -2.309 2.114
H 3.473 0.065 1.911
H 4.166 -1.007 0.695
H 2.861 0.103 0.247
H 0.197 -1.703 2.219
H 1.428 -1.532 4.043
H 0.306 -0.533 -0.205
H -0.272 2.316 0.301
H 0.007 1.597 -1.295
H -2.945 -0.116 -1.562
H -3.707 0.609 0.509
H -2.203 0.159 1.310
H -3.392 1.995 2.529
H -1.828 2.532 1.960
H -5.601 1.967 2.030
H -5.009 3.277 3.030
H -7.662 2.641 0.438
H -9.938 3.549 0.612
H -11.087 5.898 1.586
H -11.655 4.415 2.369
H -11.994 6.358 3.641
H -8.838 5.671 4.149
H -6.555 4.744 3.985
H -3.209 4.472 -0.807
H -1.705 4.022 0.008
H -1.941 2.710 -2.116
H -3.547 2.194 -1.610

=====

31
Properties=species:S:1:pos:R:3 method="wB97M-V/def2-TZVPD" homo_ev=-8.912 lumo_energy_ev=0.1 charge=0
C -0.067 -3.108 0.127
C 0.150 -1.600 -0.248
C -1.202 -3.646 -0.941
C 0.839 0.552 0.734
C 1.732 1.055 1.982
C -0.406 1.307 0.398
C -0.185 2.606 -0.432
C -0.949 3.143 -1.407
C 0.712 4.416 -0.886
H -0.597 -4.148 1.937
H -1.341 -2.750 1.741
H 0.947 -3.596 0.020
H -2.072 -3.026 -0.539
H -1.071 -3.459 -2.081
H -0.376 -5.471 -1.613
H 0.608 -1.257 1.803
H 1.687 0.456 -0.027
H -1.304 0.880 -0.278
H -0.864 1.817 1.348
H -1.740 2.775 -2.083
H 1.342 5.321 -1.031
H -0.811 5.227 -2.264
H 1.596 2.568 0.684
N -0.407 -3.200 1.561
N 0.688 -0.815 0.762
N 0.884 3.396 -0.125
N -0.335 4.354 -1.673
O -0.118 -1.118 -1.302
O 1.894 0.403 3.043
O 2.211 2.305 1.622
S -1.444 -5.386 -0.834